No. 1
Formula: C5H6O
Source: OMol25
Level of theory: ωB97M-V/def2-TZVPD

Each line ends with the Mulliken charge.
Positions of all 12 atoms, in Å:
C1 0.0856 1.3577 -0.9968  -0.84
C2 0.0092 -0.4429 0.7142  0.77
C3 1.1668 -0.9772 1.3932  -0.31
O1 0.1319 -0.1930 2.0431  -0.41
C4 -1.0583 -0.7386 -0.0964  -0.33
C5 -1.6311 -0.3149 -1.1237  -0.48
H1 -0.6657 1.5178 -0.2533  0.30
H2 0.4531 0.4258 -1.3706  0.29
H3 0.5631 2.2565 -1.4000  0.23
H4 2.1246 -0.4722 1.2917  0.20
H5 1.1942 -2.0228 1.6932  0.23
H6 -2.3733 -0.3961 -1.8946  0.34

Its energy is -7322.104 eV. The charge is 0. For the maximum force, the calculation gives 0.00909 hartree/bohr. The LUMO energy (spin up / spin down) comes out at 0.10 / 0.15 eV. As for the spin multiplicity: 1.


No. 2
Formula: C5H6O
Source: OMol25
Level of theory: ωB97M-V/def2-TZVPD

Each line ends with the Mulliken charge.
Positions of all 12 atoms, in Å:
C1 -1.6541 -0.2164 0.5783  -1.10
C2 -0.7002 -0.0451 -0.5331  0.64
C3 -0.1799 0.0511 -1.6857  -0.81
C4 0.8921 0.4722 -0.3634  0.09
C5 1.4028 -0.1303 0.8996  -0.30
O1 2.0057 -0.3972 -0.3343  -0.36
H1 -2.6469 -0.3361 0.1372  0.30
H2 -1.4372 -1.1041 1.1805  0.33
H3 -1.6734 0.6613 1.2319  0.33
H4 1.1402 1.5172 -0.5258  0.39
H5 0.8830 -0.9671 1.3634  0.26
H6 1.9576 0.5155 1.5809  0.24

Its energy is -7324.236 eV. The charge is 0. For the maximum force, the calculation gives 0.01251 hartree/bohr. The LUMO energy comes out at 0.72 eV. As for the spin multiplicity: 1.


No. 3
Formula: C5H6O
Source: OMol25
Level of theory: ωB97M-V/def2-TZVPD

Each line ends with the Mulliken charge.
Positions of all 12 atoms, in Å:
C1 -1.7241 -0.0752 0.0683  -1.10
C2 -0.2498 0.2034 0.1395  0.39
C3 0.4423 1.3122 -0.2126  -0.10
O1 1.7258 1.2708 -0.4233  -0.56
C4 1.9853 -0.6425 0.0113  -0.12
C5 0.8247 -1.1945 0.2123  -0.50
H1 -2.3503 0.7485 -0.3087  0.35
H2 -2.1431 -0.3915 1.0292  0.26
H3 -1.8409 -0.8880 -0.6544  0.28
H4 -0.1224 2.2646 -0.2205  0.30
H5 3.0200 -0.4182 -0.0260  0.44
H6 0.4322 -2.2300 0.3857  0.35

Its energy is -7325.355 eV. The charge is 0. For the maximum force, the calculation gives 0.07154 hartree/bohr. The LUMO energy comes out at 0.48 eV. As for the spin multiplicity: 1.


No. 4
Formula: C5H6O
Source: OMol25
Level of theory: ωB97M-V/def2-TZVPD

Each line ends with the Mulliken charge.
Positions of all 12 atoms, in Å:
C1 0.7284 1.3859 0.1559  -1.01
C2 -0.6011 0.6957 -0.1562  -0.44
C3 -0.4245 -0.6616 -0.7389  0.56
C4 -0.1603 -1.5805 -1.5772  -0.67
C5 -0.1447 -1.9262 0.2841  0.06
O1 0.5316 -1.6296 1.2325  -0.42
H1 1.2908 0.8102 0.8940  0.30
H2 1.3409 1.4786 -0.7453  0.32
H3 0.5461 2.3874 0.5569  0.32
H4 -1.1730 1.2765 -0.8889  0.31
H5 -1.2134 0.6221 0.7495  0.27
H6 -0.7208 -2.8584 0.2335  0.41

Its energy is -7325.292 eV. The charge is 0. For the maximum force, the calculation gives 0.01690 hartree/bohr. The LUMO energy comes out at -0.35 eV. As for the spin multiplicity: 1.


No. 5
Formula: C5H6O
Source: OMol25
Level of theory: ωB97M-V/def2-TZVPD

Each line ends with the Mulliken charge.
Positions of all 12 atoms, in Å:
C1 -1.7502 0.1129 -0.5269  -1.06
C2 -0.7786 -0.3671 0.5479  -0.13
C3 0.9571 -0.8799 0.4106  -0.37
O1 0.2510 -1.2428 -0.6092  -0.30
C4 2.0379 0.0640 0.1182  -0.34
C5 3.0094 0.7872 0.0827  0.19
H1 -2.5787 0.6234 -0.0182  0.36
H2 -2.1536 -0.7209 -1.1062  0.31
H3 -1.2781 0.8264 -1.2087  0.30
H4 -1.1630 -1.1384 1.2039  0.31
H5 -0.4190 0.5113 1.0974  0.32
H6 3.8657 1.4238 0.0085  0.41

Its energy is -7322.833 eV. The charge is 0. For the maximum force, the calculation gives 0.01160 hartree/bohr. The LUMO energy (spin up / spin down) comes out at 0.08 / 0.08 eV. As for the spin multiplicity: 1.


No. 6
Formula: C5H6O
Source: OMol25
Level of theory: ωB97M-V/def2-TZVPD

Each line ends with the Mulliken charge.
Positions of all 12 atoms, in Å:
C1 0.1203 -2.2160 0.1782  -1.13
C2 0.5514 -0.9535 -0.4083  0.44
C3 0.8255 0.1481 -0.8333  -0.11
C4 0.5281 1.5853 -0.7254  0.52
O1 1.0216 2.5103 -1.3218  -0.53
C5 -0.5657 1.6673 0.3298  -0.97
H1 -0.9696 -2.3114 0.0924  0.27
H2 0.5907 -3.0728 -0.3083  0.31
H3 0.3602 -2.2431 1.2485  0.28
H4 -1.3824 1.0338 -0.0284  0.32
H5 -0.1674 1.1766 1.2224  0.32
H6 -0.9127 2.6754 0.5542  0.29

Its energy is -7327.406 eV. The charge is 0. For the maximum force, the calculation gives 0.01369 hartree/bohr. The LUMO energy comes out at 0.72 eV. Its SMILES is CC#CC(C)=O. As for the spin multiplicity: 1.


Taking the records one at a time from the top gives ΔE to the lowest compared entry with this formula, charge and spin values of 692.8, 487.1, 379.2, 385.2, 622.5, 181.3 kJ/mol.